Record 1
{
  "formula": "C5H14N2O",
  "method": "ωB97M-V/def2-TZVPD",
  "lumo_energy_ev": 1.00,
  "smiles": "C[C@@H](N)CNCCO",
  "largest_force_ev_per_a": 1.0,
  "e_above_lowest_kj_mol": 180.64,
  "energy_ha": -383.631903,
  "gap_ev": 9.904,
  "total_charge": 0,
  "elements": ["C", "C", "N", "C", "N", "C", "C", "O", "H", "H", "H", "H", "H", "H", "H", "H", "H", "H", "H", "H", "H", "H"],
  "positions_angstrom": [[2.379663, -1.060304, 0.655327], [1.172991, -0.380662, 1.312973], [1.617110, 0.276009, 2.552513], [0.484969, 0.612318, 0.361117], [-0.280959, -0.058433, -0.676040], [-1.305571, 0.793773, -1.294945], [-2.408327, -0.038264, -1.915405], [-3.490774, -0.235071, -0.987474], [2.942420, -0.368264, 0.038202], [2.040671, -1.902057, 0.055957], [3.016327, -1.483739, 1.433666], [0.456004, -1.152864, 1.584295], [2.091939, 1.139840, 2.321292], [0.858396, 0.449570, 3.206868], [-0.186082, 1.197681, 0.976199], [1.260613, 1.323373, 0.016870], [0.354956, -0.329585, -1.416462], [-0.881760, 1.450760, -2.068674], [-1.767907, 1.441949, -0.543833], [-2.867870, 0.451001, -2.770282], [-2.044270, -1.014477, -2.249629], [-3.442536, -1.112559, -0.592539]],
  "forces_ev_per_angstrom": [[-0.501, -0.394, 0.403], [0.417, 0.245, 0.111], [-0.006, -0.265, -0.125], [0.303, -0.335, 0.611], [-0.064, 0.534, -0.119], [0.177, -0.019, -0.316], [-0.784, -0.394, 0.375], [0.087, -0.170, -0.018], [0.216, 0.115, -0.088], [0.022, 0.033, -0.354], [0.068, 0.157, -0.076], [-0.138, 0.002, 0.053], [-0.056, 0.122, 0.255], [0.145, 0.165, -0.350], [-0.410, 0.138, 0.054], [-0.157, -0.107, -0.245], [0.008, -0.275, 0.046], [0.049, 0.038, 0.063], [0.111, -0.153, -0.024], [0.130, 0.226, -0.127], [0.205, 0.142, -0.040], [0.180, 0.194, -0.087]],
  "lowdin_charge": [-0.075, -0.450, 0.019, -0.234, -0.056, -0.221, -0.248, -0.083, 0.069, 0.068, 0.072, 0.131, 0.066, 0.069, 0.106, 0.122, 0.110, 0.115, 0.118, 0.108, 0.115, 0.080]
}

---

Record 2
{
  "formula": "C5H14N2O",
  "method": "ωB97M-V/def2-TZVPD",
  "lumo_energy_ev": 0.90,
  "smiles": "CCNC[C@@H](N)CO",
  "largest_force_ev_per_a": 2.8,
  "e_above_lowest_kj_mol": 237.24,
  "energy_ha": -383.610347,
  "gap_ev": 9.549,
  "total_charge": 0,
  "elements": ["C", "C", "N", "C", "C", "N", "C", "O", "H", "H", "H", "H", "H", "H", "H", "H", "H", "H", "H", "H", "H", "H"],
  "positions_angstrom": [[1.399006, 1.648748, -2.387429], [1.210108, 0.176498, -2.030125], [0.189847, 0.042267, -0.982071], [0.588889, -0.720711, 0.216303], [-0.707345, -0.925177, 1.091820], [-0.665000, -1.876132, 2.220822], [-1.043510, 0.459517, 1.663448], [-2.357364, 0.529097, 2.187497], [0.504861, 2.028580, -2.904807], [1.521875, 2.259320, -1.493989], [2.131793, 1.762378, -3.216079], [2.258440, -0.114800, -1.800069], [0.852057, -0.379063, -2.904781], [-0.683630, -0.246510, -1.390402], [1.332917, -0.267810, 0.875839], [0.847272, -1.713487, -0.139356], [-1.481810, -1.295342, 0.423252], [-1.607974, -1.846249, 2.593146], [-0.000154, -1.633914, 2.943112], [-0.386877, 0.709645, 2.526732], [-0.907506, 1.263831, 0.924095], [-2.995887, 0.139314, 1.583049]],
  "forces_ev_per_angstrom": [[-0.987, 0.141, -1.700], [0.190, 0.820, -0.238], [1.515, 0.644, 0.853], [-2.427, -1.338, -0.105], [1.250, 1.268, 0.837], [0.015, -0.509, -1.274], [-0.210, 0.682, -0.351], [-0.439, -0.103, 0.571], [-0.176, -0.051, 0.456], [0.528, -0.003, -0.188], [0.261, 0.093, 1.021], [-0.980, -0.765, 0.524], [0.480, -0.002, -0.067], [-0.020, -0.374, 0.266], [0.264, 0.211, -0.640], [0.822, -0.360, 0.491], [-0.274, 0.141, -0.118], [0.282, -0.145, 0.439], [-0.081, 0.270, -0.037], [-0.204, -0.410, -0.554], [0.031, -0.306, 0.006], [0.162, 0.095, -0.192]],
  "lowdin_charge": [-0.124, -0.296, -0.090, -0.171, -0.371, 0.037, -0.256, -0.077, 0.062, 0.069, 0.075, 0.116, 0.106, 0.105, 0.122, 0.108, 0.131, 0.065, 0.069, 0.130, 0.109, 0.083]
}

---

Record 3
{
  "formula": "C5H14N2O",
  "method": "ωB97M-V/def2-TZVPD",
  "lumo_energy_ev": 1.01,
  "smiles": "CN[C@H](CN)[C@H](C)O",
  "largest_force_ev_per_a": 1.2,
  "e_above_lowest_kj_mol": 192.38,
  "energy_ha": -383.627431,
  "gap_ev": 9.752,
  "total_charge": 0,
  "elements": ["C", "N", "C", "C", "N", "C", "C", "O", "H", "H", "H", "H", "H", "H", "H", "H", "H", "H", "H", "H", "H", "H"],
  "positions_angstrom": [[1.688772, -1.452128, 1.078652], [0.233908, -1.507216, 0.970800], [-0.366222, -0.413158, 0.189380], [-0.146238, -0.687147, -1.321308], [-1.384901, -0.412444, -2.077101], [0.041822, 1.008552, 0.695716], [-1.168398, 1.947848, 0.744614], [1.108809, 1.607289, -0.025231], [2.117516, -1.280458, 0.090888], [2.062916, -0.646609, 1.721083], [2.062941, -2.409223, 1.419419], [-0.130379, -1.460365, 1.920711], [-1.433254, -0.528878, 0.317602], [0.181459, -1.711705, -1.410529], [0.596566, -0.000995, -1.724766], [-2.169326, -0.906375, -1.674442], [-1.257174, -0.804317, -3.010694], [0.465690, 0.929537, 1.692244], [-1.987956, 1.406652, 1.223907], [-1.414033, 2.313685, -0.254179], [-0.896945, 2.843966, 1.298782], [0.889231, 1.644543, -0.965763]],
  "forces_ev_per_angstrom": [[0.024, 0.245, -0.482], [-0.036, 0.147, 0.345], [0.686, -0.283, -0.153], [-0.653, 0.899, 0.549], [0.432, -0.132, -0.336], [-0.465, 0.232, -0.683], [0.646, -0.056, 0.057], [0.270, -0.046, -0.261], [0.002, -0.015, -0.052], [0.030, -0.066, 0.039], [0.084, -0.145, 0.244], [-0.126, -0.090, -0.243], [-0.379, 0.087, 0.294], [0.300, -0.341, -0.075], [0.306, -0.367, -0.119], [-0.047, -0.145, 0.114], [-0.215, 0.270, 0.156], [-0.155, -0.264, 0.269], [-0.175, 0.426, -0.141], [-0.313, -0.428, -0.075], [-0.119, -0.024, 0.294], [-0.094, 0.096, 0.259]],
  "lowdin_charge": [-0.125, -0.093, -0.301, -0.225, -0.003, -0.391, -0.042, -0.047, 0.081, 0.075, 0.072, 0.105, 0.121, 0.106, 0.095, 0.059, 0.067, 0.129, 0.080, 0.082, 0.075, 0.079]
}

---

Record 4
{
  "formula": "C5H14N2O2",
  "method": "ωB97M-V/def2-TZVPD",
  "lumo_energy_ev": 0.81,
  "largest_force_ev_per_a": 6.3,
  "e_above_lowest_kj_mol": 317.97,
  "energy_ha": -458.816485,
  "gap_ev": 8.965,
  "total_charge": 0,
  "elements": ["C", "C", "C", "C", "C", "N", "N", "O", "O", "H", "H", "H", "H", "H", "H", "H", "H", "H", "H", "H", "H", "H", "H"],
  "positions_angstrom": [[0.525666, 0.122213, -0.809922], [-0.854583, 0.387871, -0.418919], [-0.598049, 0.476361, 1.455806], [1.010395, -1.299838, -0.955286], [0.198480, -0.551268, 2.220523], [-1.887118, -0.532385, -0.669083], [0.022337, 0.698547, -2.490861], [1.522326, 0.926335, -0.320340], [-0.081353, 1.796004, 1.630426], [1.127441, 1.628344, 0.233289], [0.178969, 1.927666, 2.551173], [-1.169422, 1.419606, -0.547928], [-1.654064, 0.456795, 1.743266], [-2.394758, -0.281664, -1.507270], [-1.587451, -1.496561, -0.718417], [0.515388, 0.100866, -3.151853], [0.483298, 1.604962, -2.534311], [1.100995, -1.791576, 0.011806], [1.997391, -1.273845, -1.413128], [0.345844, -1.882949, -1.588220], [-0.207667, -1.547829, 2.050117], [0.156195, -0.361075, 3.301320], [1.249738, -0.526579, 1.927814]],
  "forces_ev_per_angstrom": [[-0.302, 1.053, -4.740], [0.686, 0.011, 6.255], [-1.657, 0.238, -2.158], [-0.075, 0.254, -0.145], [0.149, 0.033, -0.306], [-0.384, -0.137, -0.225], [1.412, -1.211, 1.628], [-0.411, -0.054, 0.043], [0.116, 0.201, 0.112], [0.031, -0.198, -0.013], [-0.031, -0.032, -0.088], [0.112, -0.128, -0.232], [0.091, -0.027, 0.206], [0.099, -0.137, -0.041], [0.022, 0.120, -0.073], [0.126, 0.142, -0.113], [0.125, -0.030, -0.025], [-0.022, 0.039, 0.071], [0.020, -0.028, -0.012], [-0.009, -0.002, -0.042], [0.021, -0.070, 0.018], [-0.108, 0.045, -0.108], [-0.012, -0.084, -0.014]],
  "lowdin_charge": [-0.486, -0.285, -0.303, -0.015, -0.074, 0.066, 0.034, 0.023, -0.085, 0.091, 0.100, 0.138, 0.113, 0.086, 0.074, 0.015, 0.027, 0.073, 0.092, 0.079, 0.080, 0.081, 0.076]
}

---

Record 5
{
  "formula": "C5H14N2O2",
  "method": "ωB97M-V/def2-TZVPD",
  "lumo_energy_ev": 0.68,
  "largest_force_ev_per_a": 5.9,
  "e_above_lowest_kj_mol": 560.15,
  "energy_ha": -458.724244,
  "gap_ev": 7.597,
  "total_charge": 0,
  "elements": ["C", "C", "C", "C", "C", "N", "N", "O", "O", "H", "H", "H", "H", "H", "H", "H", "H", "H", "H", "H", "H", "H", "H"],
  "positions_angstrom": [[-0.149238, 0.308042, 0.770884], [0.772922, -0.367715, -0.064029], [2.349421, 0.879927, 0.341970], [-2.078029, 0.449723, -1.234520], [1.143926, -1.784061, 0.277250], [-1.555451, -0.612932, -0.406536], [-2.587740, -1.105279, 0.397139], [-0.328055, 1.646218, 0.844392], [2.063734, 2.061189, -0.386418], [0.216619, 2.083730, 0.162039], [2.210688, 1.893923, -1.323500], [-0.345595, -0.147203, 1.741796], [0.753480, -0.139422, -1.125135], [-2.287109, -1.963124, 0.844588], [-2.914343, -0.428211, 1.093194], [3.217133, 0.342341, -0.042690], [2.442855, 1.135064, 1.393853], [-1.276715, 0.836394, -1.864950], [-2.485442, 1.289204, -0.645761], [-2.884043, 0.067188, -1.870742], [1.027018, -1.985467, 1.342876], [0.507101, -2.473215, -0.276369], [2.186862, -1.986313, 0.030669]],
  "forces_ev_per_angstrom": [[-3.705, -1.090, -1.038], [5.272, 2.436, 0.752], [-1.844, -1.985, -1.247], [-0.051, 0.084, 0.314], [-0.137, 0.016, -0.006], [1.071, 1.133, 1.688], [-0.563, -0.142, 0.072], [0.220, -0.291, -0.452], [0.127, 0.013, 0.042], [-0.029, -0.080, 0.156], [0.020, -0.010, 0.080], [-0.155, -0.046, -0.171], [-0.258, 0.000, -0.007], [-0.021, 0.207, 0.056], [0.102, -0.218, -0.097], [0.074, 0.135, 0.095], [-0.187, -0.131, -0.034], [0.014, 0.036, -0.072], [0.006, -0.006, -0.057], [0.151, -0.022, 0.028], [-0.059, 0.044, 0.013], [-0.005, -0.063, 0.012], [-0.046, -0.020, -0.128]],
  "lowdin_charge": [-0.268, -0.244, -0.104, -0.165, -0.077, -0.205, -0.040, 0.020, -0.112, 0.090, 0.097, 0.139, 0.116, 0.064, 0.074, 0.081, 0.094, 0.066, 0.071, 0.077, 0.080, 0.076, 0.072]
}